Entry 1:
The following is a DFT calculation (the ωB97M-V functional and the def2-TZVPD basis) of a structure of composition C61H58N11O2PPtS5.

Geometry (Å):
Pt: 0.178 0.797 -1.573
N: 0.328 1.610 0.802
S: 0.833 1.125 2.116
N: 0.040 -0.105 2.794
S: 0.501 -1.596 2.806
N: 0.836 -2.284 1.462
S: -0.071 -2.147 0.108
N: 0.416 -1.152 -0.883
C: 0.076 -3.749 -0.596
C: -0.731 -3.977 -1.711
C: -0.636 -5.200 -2.350
C: 0.263 -6.161 -1.891
C: 1.061 -5.911 -0.784
C: 0.967 -4.696 -0.114
C: -1.751 -2.089 0.670
C: -2.342 -0.852 0.875
C: -3.629 -0.807 1.387
C: -4.313 -1.979 1.670
C: -3.709 -3.211 1.460
C: -2.418 -3.278 0.965
C: -0.775 -2.397 3.715
C: -1.854 -1.704 4.242
C: -2.779 -2.415 4.996
C: -2.620 -3.778 5.198
C: -1.535 -4.456 4.649
C: -0.596 -3.767 3.904
C: 1.940 -1.861 3.784
C: 1.868 -1.382 5.091
C: 2.941 -1.608 5.932
C: 4.054 -2.305 5.467
C: 4.103 -2.772 4.162
C: 3.038 -2.554 3.297
C: 0.651 2.382 3.347
C: 1.319 3.584 3.111
C: 1.153 4.630 4.003
C: 0.319 4.478 5.107
C: -0.343 3.279 5.329
C: -0.174 2.212 4.452
C: 2.554 0.689 2.150
C: 3.065 0.003 1.052
C: 4.392 -0.392 1.071
C: 5.191 -0.122 2.175
C: 4.662 0.540 3.276
C: 3.336 0.948 3.275
H: -1.448 -3.230 -2.038
H: -1.275 -5.418 -3.195
H: 0.328 -7.118 -2.391
H: 1.746 -6.668 -0.429
H: 1.565 -4.496 0.762
H: -1.792 0.049 0.640
H: -4.122 0.143 1.541
H: -5.326 -1.935 2.046
H: -4.247 -4.124 1.677
H: -1.950 -4.239 0.808
H: -1.969 -0.645 4.068
H: -3.625 -1.900 5.429
H: -3.343 -4.319 5.794
H: -1.415 -5.517 4.817
H: 0.261 -4.284 3.491
H: 0.990 -0.859 5.448
H: 2.908 -1.255 6.953
H: 4.884 -2.492 6.135
H: 4.971 -3.317 3.815
H: 3.061 -2.903 2.277
H: 1.991 3.686 2.268
H: 1.685 5.560 3.850
H: 0.200 5.295 5.807
H: -0.979 3.165 6.196
H: -0.669 1.269 4.627
H: 2.425 -0.227 0.207
H: 4.811 -0.922 0.225
H: 6.227 -0.433 2.181
H: 5.282 0.744 4.138
H: 2.930 1.453 4.140
C: -3.711 4.436 -0.536
N: -2.988 4.124 0.798
C: -1.945 5.230 1.060
N: -1.067 5.370 -0.048
C: -1.821 5.652 -1.273
N: -2.763 4.582 -1.573
C: -2.096 3.324 -1.914
P: -1.024 2.677 -0.512
C: -2.354 2.765 0.772
C: -0.126 4.260 -0.200
H: -4.261 5.362 -0.366
H: -4.398 3.610 -0.719
H: -3.676 4.145 1.554
H: -1.412 4.950 1.970
H: -2.520 6.141 1.223
H: -1.125 5.766 -2.102
H: -2.369 6.587 -1.149
H: -1.462 3.470 -2.791
H: -2.843 2.567 -2.151
H: -1.950 2.548 1.761
H: -3.131 2.041 0.518
H: 0.536 4.469 -1.040
H: 0.480 4.159 0.696
N: 6.137 5.262 -3.378
C: 5.214 4.649 -3.081
C: 4.061 3.870 -2.716
C: 4.015 3.208 -1.495
C: 2.895 2.463 -1.186
N: 1.856 2.332 -2.022
C: 1.896 2.993 -3.191
C: 2.969 3.773 -3.572
H: 4.835 3.279 -0.794
H: 2.810 1.965 -0.233
H: 1.036 2.892 -3.838
H: 2.956 4.296 -4.518
N: 2.294 -2.247 -3.069
C: 2.241 -2.558 -4.355
C: 3.444 -2.599 -5.137
C: 3.376 -2.910 -6.461
C: 2.127 -3.198 -7.052
C: 0.940 -3.176 -6.291
C: 0.979 -2.867 -4.965
H: 3.188 -2.052 -2.644
H: 1.471 -2.098 -2.487
H: 4.393 -2.380 -4.663
H: 4.274 -2.943 -7.062
H: 2.083 -3.453 -8.102
H: 0.000 -3.425 -6.765
H: 0.086 -2.876 -4.354
O: -3.816 -1.604 -1.745
S: -3.611 -0.263 -2.198
O: -4.127 0.837 -1.426
N: -1.958 0.014 -2.408
C: -1.669 0.154 -3.669
S: -0.032 0.509 -4.035
C: -2.800 0.055 -4.612
C: -2.807 0.139 -5.993
C: -4.029 0.012 -6.645
C: -5.206 -0.188 -5.929
C: -5.204 -0.271 -4.537
C: -3.984 -0.138 -3.913
H: -1.892 0.306 -6.547
H: -4.069 0.076 -7.724
H: -6.143 -0.278 -6.462
H: -6.120 -0.426 -3.984

**Total charge**: +4
**LUMO level (alpha / beta)**: -0.318 / -0.411 Eh
**Multiplicity**: 5
**⟨S²⟩**: 6.04
**E_HOMO (alpha / beta)**: -16.49 / -17.39 eV
**E_tot**: -5562.102380 hartree
**ΔE to the lowest compared entry with this formula, charge and spin**: 0.00 kJ/mol
**F_max**: 0.9 eV/Å

Mulliken atomic charge list, values in e, 4 entries: 3.34, -0.85, 0.70, 0.03

***

Entry 2:
The following is a DFT calculation (the ωB97M-V functional and the def2-TZVPD basis) of a cluster of 7 separate species, C9H28BrClNO9 in total in a non-equilibrium geometry.

Geometry (Å):
C: -1.655 -1.308 2.728
C: -0.520 -2.176 2.136
O: -0.896 -2.492 0.801
C: 0.178 -3.012 0.048
C: 0.866 -1.989 -0.863
N: 1.776 -1.113 -0.087
C: 1.560 0.341 -0.279
Br: -0.252 0.810 0.265
C: 2.000 0.776 -1.710
C: 1.105 1.647 -2.596
C: -0.181 0.993 -3.124
Cl: 0.779 3.294 -1.935
C: 2.574 1.021 0.722
O: 3.689 0.470 0.757
O: 2.209 2.019 1.375
H: -1.208 -0.413 3.166
H: -2.290 -1.017 1.907
H: -2.187 -1.847 3.514
H: -0.326 -3.055 2.744
H: 0.374 -1.546 2.161
H: 0.945 -3.366 0.751
H: -0.130 -3.901 -0.521
H: 0.168 -1.440 -1.498
H: 1.490 -2.593 -1.542
H: 2.708 -1.258 -0.452
H: 2.255 -0.099 -2.318
H: 2.942 1.321 -1.595
H: 1.692 1.840 -3.498
H: -1.015 1.113 -2.437
H: 0.025 -0.050 -3.365
H: -0.456 1.527 -4.037
O: -1.500 -4.421 4.047
H: -1.885 -4.995 3.377
H: -2.243 -4.178 4.608
O: -3.621 0.772 2.005
H: -3.304 1.398 2.667
H: -3.750 1.309 1.215
O: -5.041 2.339 4.101
H: -5.404 1.743 3.435
H: -5.788 2.574 4.658
O: 3.227 -1.347 -4.085
H: 3.448 -1.629 -4.978
H: 3.956 -1.673 -3.546
O: -1.322 3.070 -5.439
H: -0.945 3.673 -4.786
H: -1.463 3.616 -6.219
O: 2.841 4.567 2.578
H: 2.474 3.870 2.003
H: 2.101 4.816 3.137

**Total charge**: -1
**LUMO level**: 0.087 Eh
**E_HOMO**: -4.65 eV
**E_tot**: -4125.876409 hartree
**F_max**: 1.6 eV/Å

Mulliken atomic charge list, values in e, 4 entries: -1.16, 0.09, -0.37, -1.02

***

Entry 3:
The following is a DFT calculation (the ωB97M-V functional and the def2-TZVPD basis) of a cluster of 8 separate species, C40H78BrFO20 in total in a non-equilibrium geometry.

Geometry (Å):
C: 5.208 0.262 1.551
O: 4.917 -0.065 0.201
C: 5.181 0.914 -0.783
C: 3.917 1.682 -1.179
C: 3.248 2.389 -0.008
F: 2.291 1.596 0.627
C: 5.832 0.205 -1.990
C: 5.042 -1.042 -2.390
C: 5.543 -1.672 -3.658
O: 6.471 -1.371 -4.358
Br: 4.432 -3.237 -4.155
O: 5.873 1.101 -3.082
C: 7.086 1.830 -3.173
C: 6.865 3.165 -3.940
O: 5.660 3.262 -4.659
C: 5.688 2.515 -5.858
O: 4.509 2.727 -6.560
C: 3.576 1.670 -6.531
C: 2.710 1.642 -5.276
O: 2.339 2.967 -4.919
H: 5.630 1.266 1.653
H: 5.928 -0.458 1.952
H: 4.296 0.201 2.149
H: 5.926 1.634 -0.410
H: 3.190 0.989 -1.618
H: 4.166 2.425 -1.938
H: 2.756 3.297 -0.369
H: 4.006 2.677 0.729
H: 6.847 -0.096 -1.705
H: 5.101 -1.803 -1.608
H: 3.987 -0.803 -2.538
H: 7.839 1.206 -3.667
H: 7.439 2.076 -2.166
H: 6.860 3.990 -3.226
H: 7.722 3.321 -4.613
H: 5.838 1.448 -5.636
H: 6.522 2.876 -6.480
H: 2.934 1.793 -7.408
H: 4.095 0.707 -6.638
H: 1.814 1.051 -5.508
H: 3.237 1.155 -4.451
H: 1.527 2.922 -4.410
C: 6.557 -4.706 4.456
C: 5.119 -4.596 4.916
O: 4.631 -3.252 4.847
C: 4.122 -2.720 3.723
C: 4.236 -3.468 2.414
O: 3.626 -1.629 3.780
H: 6.667 -4.436 3.406
H: 6.915 -5.728 4.585
H: 7.190 -4.040 5.042
H: 4.458 -5.271 4.371
H: 5.039 -4.855 5.970
H: 5.122 -3.107 1.893
H: 3.365 -3.225 1.811
H: 4.302 -4.548 2.513
C: 0.752 -1.035 2.014
C: -0.329 -2.002 1.585
O: -0.817 -2.797 2.673
C: -1.777 -2.362 3.511
C: -2.230 -0.927 3.448
O: -2.210 -3.141 4.318
H: 0.376 -0.296 2.722
H: 1.150 -0.502 1.149
H: 1.569 -1.562 2.503
H: -1.156 -1.503 1.079
H: 0.076 -2.734 0.886
H: -1.667 -0.362 4.192
H: -3.284 -0.881 3.700
H: -2.103 -0.453 2.481
C: 4.470 5.088 4.362
C: 5.554 5.898 3.684
O: 6.160 5.186 2.599
C: 5.643 5.174 1.358
C: 4.277 5.768 1.104
O: 6.257 4.618 0.489
H: 3.642 4.875 3.686
H: 4.077 5.631 5.221
H: 4.874 4.137 4.708
H: 5.194 6.871 3.347
H: 6.375 6.083 4.374
H: 3.556 4.954 1.163
H: 4.268 6.168 0.093
H: 3.971 6.555 1.787
C: -3.733 4.784 2.132
C: -3.153 3.660 1.301
O: -3.451 2.371 1.848
C: -4.607 1.722 1.595
C: -5.718 2.428 0.861
O: -4.718 0.599 2.004
H: -4.822 4.748 2.153
H: -3.432 5.748 1.723
H: -3.375 4.713 3.159
H: -3.470 3.715 0.259
H: -2.065 3.708 1.308
H: -6.405 2.848 1.594
H: -6.255 1.693 0.267
H: -5.391 3.221 0.195
C: -4.261 0.702 -3.121
C: -5.750 0.870 -3.342
O: -6.257 2.057 -2.716
C: -6.222 3.268 -3.302
C: -5.462 3.452 -4.594
O: -6.763 4.183 -2.745
H: -3.691 1.511 -3.579
H: -3.923 -0.240 -3.552
H: -4.038 0.696 -2.053
H: -6.022 0.844 -4.397
H: -6.293 0.059 -2.861
H: -4.459 3.804 -4.351
H: -5.965 4.222 -5.172
H: -5.381 2.555 -5.201
C: -4.056 -5.453 5.828
C: -3.328 -6.483 4.998
O: -3.489 -7.818 5.505
C: -4.549 -8.586 5.203
C: -5.721 -7.986 4.458
O: -4.557 -9.728 5.571
H: -5.136 -5.611 5.819
H: -3.843 -4.459 5.439
H: -3.721 -5.502 6.864
H: -3.613 -6.440 3.947
H: -2.256 -6.305 5.040
H: -6.463 -7.671 5.191
H: -6.158 -8.765 3.840
H: -5.470 -7.136 3.829
C: -9.872 -3.726 -3.054
C: -8.961 -2.573 -2.690
O: -8.312 -2.012 -3.837
C: -8.888 -1.075 -4.616
C: -10.338 -0.708 -4.405
O: -8.230 -0.580 -5.488
H: -10.693 -3.404 -3.695
H: -10.295 -4.169 -2.153
H: -9.310 -4.492 -3.588
H: -9.482 -1.797 -2.128
H: -8.142 -2.923 -2.064
H: -10.941 -1.299 -5.094
H: -10.458 0.341 -4.658
H: -10.704 -0.869 -3.395

**LUMO level**: -0.002 Eh
**E_HOMO**: -9.65 eV
**E_tot**: -5749.555483 hartree
**SMILES**: CO[C@H](CCF)[C@@H](CC(=O)Br)OCCOCOCCO.CCOC(C)=O.CCOC(C)=O.CCOC(C)=O.CCOC(C)=O.CCOC(C)=O.CCOC(C)=O.CCOC(C)=O
**F_max**: 2.2 eV/Å

Mulliken atomic charge list, values in e, 4 entries: -0.55, -0.27, -0.01, -0.13

***

Entry 4:
The following is a DFT calculation (the ωB97M-V functional and the def2-TZVPD basis) of the molecule C11H17NOS in a non-equilibrium geometry.

Geometry (Å):
C: -1.089 0.086 -2.859
C: -0.987 -0.748 -1.587
C: -1.607 -0.028 -0.372
O: -3.001 0.160 -0.529
C: -1.359 -0.828 0.884
C: -2.393 -1.863 1.199
C: -0.292 -0.654 1.668
C: 0.825 0.259 1.486
C: 1.630 0.713 2.688
C: 2.471 -0.313 2.021
S: 3.519 0.226 0.739
C: 2.200 1.058 -0.138
C: 2.546 1.830 -1.357
N: 1.030 0.925 0.313
H: -0.683 1.081 -2.686
H: -2.122 0.180 -3.190
H: -0.525 -0.381 -3.663
H: -1.492 -1.706 -1.727
H: 0.062 -0.939 -1.358
H: -1.112 0.948 -0.270
H: -3.133 0.715 -1.305
H: -3.385 -1.421 1.136
H: -2.242 -2.287 2.188
H: -2.341 -2.663 0.460
H: -0.208 -1.259 2.562
H: 1.215 0.440 3.649
H: 1.987 1.737 2.656
H: 2.597 -1.309 2.400
H: 2.423 1.191 -2.231
H: 3.581 2.161 -1.316
H: 1.885 2.688 -1.462

**LUMO level**: 0.029 Eh
**E_HOMO**: -7.77 eV
**E_tot**: -957.468840 hartree
**ΔE to the lowest compared entry with this formula, charge and spin**: 157.91 kJ/mol
**SMILES**: CC[C@@H](O)/C(C)=C\[C@@]12C[C@@H]1SC(C)=N2
**F_max**: 2.6 eV/Å

Mulliken atomic charge list, values in e, 4 entries: -1.36, -0.29, 0.17, -0.56

***

Entry 5:
The following is a DFT calculation (the ωB97M-V functional and the def2-TZVPD basis) of a cluster of 2 separate species, C5H15NO in total in a non-equilibrium geometry.

Geometry (Å):
C: 1.872 0.802 0.999
C: 1.529 -0.238 -0.043
C: 2.243 -0.040 -1.371
N: 0.140 -0.549 -0.328
C: -0.378 -1.873 0.008
C: -1.033 0.319 -0.212
H: 2.793 0.462 1.461
H: 1.911 1.811 0.734
H: 1.158 0.834 1.830
H: 1.992 -1.127 0.421
H: 3.283 -0.334 -1.246
H: 2.044 0.928 -1.905
H: 1.753 -0.612 -2.175
H: 0.254 -2.700 0.270
H: -0.944 -2.128 -0.867
H: -1.073 -1.751 0.866
H: -1.929 -0.088 -0.740
H: -1.421 0.485 0.818
H: -0.866 1.364 -0.522
O: -4.574 1.086 0.592
H: -4.394 1.529 1.481
H: -4.360 1.819 -0.071

**LUMO level**: 0.026 Eh
**E_HOMO**: -7.79 eV
**E_tot**: -329.424162 hartree
**ΔE to the lowest compared entry with this formula, charge and spin**: 219.08 kJ/mol
**SMILES**: CC(C)N(C)C.O
**F_max**: 2.6 eV/Å

Mulliken atomic charge list, values in e, 4 entries: -1.50, 0.55, -1.38, 0.15

***

Entry 6:
The following is a DFT calculation (the ωB97M-V functional and the def2-TZVPD basis) of a structure of composition C29H52LaP2Si in a non-equilibrium geometry.

Geometry (Å):
La: -0.633 0.178 -0.110
C: -0.854 -2.245 1.204
C: 0.471 -2.250 0.669
C: 0.387 -0.676 2.355
C: -0.913 -1.249 2.226
C: 1.235 -1.273 1.381
C: -1.995 -3.089 0.768
H: -1.786 -3.607 -0.177
H: -2.919 -2.504 0.629
H: -2.212 -3.849 1.536
C: -2.106 -0.804 2.987
H: -2.958 -1.467 2.791
H: -2.417 0.230 2.735
H: -1.870 -0.810 4.062
C: 0.751 0.417 3.281
H: 0.233 0.289 4.240
H: 0.449 1.390 2.870
H: 1.834 0.449 3.436
C: 2.652 -0.897 1.147
H: 3.308 -1.346 1.912
H: 2.790 0.194 1.216
H: 3.012 -1.217 0.161
C: 0.979 -3.118 -0.425
H: 1.412 -4.048 -0.019
H: 1.768 -2.617 -1.006
H: 0.182 -3.398 -1.131
C: -1.972 1.183 -6.250
C: -2.055 -0.158 -6.367
C: -1.269 -0.969 -7.367
C: 0.200 -0.509 -7.572
C: 0.888 0.053 -6.359
C: 1.047 1.377 -6.162
C: 0.222 2.461 -6.798
C: -1.235 2.079 -7.195
H: -1.781 -0.920 -8.346
H: 0.236 0.214 -8.402
H: -1.271 -2.037 -7.086
H: -1.256 1.690 -8.225
H: -2.626 1.728 -5.556
H: -2.852 -0.716 -5.858
H: -1.810 3.020 -7.217
H: 0.173 3.332 -6.119
H: 1.905 1.746 -5.582
H: 0.736 2.817 -7.707
H: 0.788 -1.380 -7.909
H: 1.382 -0.679 -5.707
P: -1.435 0.153 -2.831
P: 1.555 1.609 -1.420
C: -0.349 1.449 -3.575
C: 0.493 2.418 -2.722
H: -0.988 2.025 -4.255
H: 0.327 0.868 -4.217
H: 1.191 2.978 -3.370
H: -0.157 3.130 -2.192
C: 2.387 3.006 -0.629
H: 3.323 2.656 -0.180
H: 1.733 3.370 0.169
H: 2.572 3.808 -1.352
C: 2.894 0.868 -2.418
H: 3.353 1.622 -3.074
H: 2.523 0.029 -3.022
H: 3.651 0.491 -1.716
C: -3.132 0.627 -3.227
H: -3.826 -0.062 -2.730
H: -3.347 0.606 -4.297
H: -3.315 1.638 -2.842
C: -1.020 -1.430 -3.639
H: -0.036 -1.793 -3.304
H: -1.006 -1.363 -4.733
H: -1.788 -2.160 -3.343
C: -1.287 3.243 4.637
Si: -1.871 3.699 2.910
C: -3.695 3.318 2.762
C: -1.519 5.520 2.690
C: -0.912 2.815 1.579
C: -0.237 2.310 0.656
H: -1.759 3.906 5.375
H: -0.201 3.374 4.729
H: -1.529 2.212 4.922
H: -4.256 3.805 3.570
H: -4.085 3.694 1.808
H: -3.905 2.243 2.808
H: -0.433 5.650 2.600
H: -1.982 5.893 1.771
H: -1.869 6.131 3.531

**Total charge**: +1
**LUMO level**: -0.103 Eh
**E_HOMO**: -10.10 eV
**E_tot**: -2139.720116 hartree
**ΔE to the lowest compared entry with this formula, charge and spin**: 0.00 kJ/mol
**F_max**: 3.4 eV/Å

Mulliken atomic charge list, values in e, 4 entries: 1.13, 0.32, 0.35, 0.36

***

The lowest E_tot belongs to which entry? C40H78BrFO20